# C4H10BrCl2N2OP

C4H10BrCl2N2OP as an isolated structure (ωB97M-V/def2-TZVPD, the OMol25 dataset).

Structure (XYZ):
```
21
Properties=species:S:1:pos:R:3:forces:R:3
C -2.668 0.319 -0.295 -0.725 -0.005 -1.312
C 2.386 -0.505 0.330 1.909 -3.218 1.476
C -3.089 -1.173 -0.022 -0.646 2.505 -0.610
C 2.677 -0.743 -1.160 0.117 1.298 -0.439
N -1.240 0.558 -0.329 -5.180 4.527 1.024
N 1.274 0.390 0.505 1.152 2.113 0.208
O -0.275 -1.631 1.089 -1.118 -0.790 3.640
P -0.186 -0.435 0.273 5.068 -3.808 -2.656
Cl -2.195 -2.155 -1.131 0.317 -1.159 -0.665
Cl 1.116 -1.318 -1.832 1.000 -0.519 -2.201
Br -0.902 4.308 0.180 0.240 -0.473 0.134
H -3.370 0.989 0.303 1.391 -0.262 -0.247
H -2.887 0.628 -1.336 -0.470 -0.239 0.119
H 3.382 -0.289 0.862 -1.566 0.515 -0.630
H 2.106 -1.508 0.799 0.274 1.204 -0.652
H -4.168 -1.350 -0.304 1.128 0.406 1.125
H -2.749 -1.202 1.011 -0.538 -1.497 0.164
H 3.386 -1.581 -1.422 -0.400 1.389 0.556
H 2.937 0.321 -1.621 -0.333 -2.483 0.467
H -0.310 3.029 0.494 -0.273 0.449 -0.144
H 1.541 1.144 -0.152 -1.346 0.047 0.642
```
Positions in Å, forces in eV/Å.

As for the multiplicity: 3. The HOMO-LUMO gap (spin up / spin down) is 5.3 / 7.1 eV. As for the largest force on an atom: 6.95 eV/Å. Its HOMO energy (spin up / spin down) is -0.1711 / -0.3724 Ha.

# C35H95HgN8O9

C35H95HgN8O9 as an isolated structure (ωB97M-V/def2-TZVPD, the OMol25 dataset).

Structure (XYZ):
```
148
Properties=species:S:1:pos:R:3:forces:R:3
Hg -0.158 -5.831 -2.031 -0.151 0.286 -0.192
C 0.980 -0.488 2.054 -1.328 -0.707 1.947
C 1.576 -0.395 0.657 1.412 -3.355 -1.823
C 2.877 0.260 0.746 1.103 1.097 -0.636
O 1.633 -1.648 -0.006 -0.966 2.677 1.670
H 0.921 0.523 2.458 -0.007 0.044 -0.262
H 1.638 -1.055 2.713 0.313 -0.028 -0.297
H 0.003 -0.956 2.171 -0.032 0.093 -0.533
H 0.902 0.271 0.118 -1.101 -0.070 -0.561
H 3.272 0.445 -0.253 0.110 -0.065 -0.053
H 3.620 -0.317 1.295 -0.120 0.165 0.215
H 2.672 1.241 1.176 0.575 0.033 0.297
C -6.054 2.065 -0.588 0.189 0.252 0.452
C -7.412 1.585 -0.137 -0.849 -0.292 0.174
C -8.563 2.542 -0.029 -0.054 2.096 -0.471
O -9.757 1.883 0.382 0.563 0.342 0.694
C -10.253 2.255 1.676 -0.157 -0.571 -0.544
N -7.846 0.600 -1.136 0.070 -0.194 0.324
H -5.576 2.849 -0.001 -0.227 0.002 0.243
H -6.119 2.438 -1.610 0.029 -0.030 -0.113
H -5.406 1.189 -0.565 0.130 0.073 -0.192
H -7.459 1.153 0.862 0.846 -0.595 0.070
H -8.765 3.011 -0.992 -0.130 -0.289 -0.553
H -8.308 3.439 0.535 -0.158 -0.132 0.948
H -10.455 3.326 1.702 -0.185 -0.021 0.103
H -9.627 1.974 2.522 0.598 0.076 -0.175
H -11.148 1.646 1.806 -0.232 0.404 -0.089
H -7.686 1.094 -2.003 0.020 -0.206 -0.575
H -8.847 0.654 -1.020 -0.438 -0.914 -0.299
C -3.095 -6.000 6.683 1.164 0.663 -0.600
C -4.395 -6.025 7.392 -1.677 -1.070 0.242
C -5.604 -6.271 6.457 -0.274 1.618 0.211
O -5.682 -5.336 5.362 0.336 0.184 -0.384
C -6.092 -3.991 5.714 0.000 -0.927 0.005
N -4.316 -7.164 8.332 -0.197 0.221 0.165
H -2.818 -6.920 6.168 -0.333 -0.266 0.113
H -2.333 -5.820 7.441 0.170 0.031 -0.132
H -3.040 -5.217 5.927 -0.065 0.141 0.047
H -4.547 -5.089 7.930 0.090 -0.055 0.221
H -6.591 -6.182 6.911 0.076 0.056 0.995
H -5.575 -7.331 6.204 0.264 0.171 -1.251
H -6.370 -3.424 4.825 0.045 -0.514 -0.298
H -5.316 -3.392 6.190 0.257 -0.284 0.295
H -6.975 -4.026 6.352 -0.043 -0.005 0.227
H -5.125 -7.241 8.933 -0.211 0.435 0.277
H -4.410 -7.993 7.763 0.400 -0.396 -0.137
C 4.887 2.856 -11.784 -0.256 -0.419 0.206
C 3.741 2.785 -10.752 2.515 -1.497 1.841
C 4.303 2.609 -9.276 0.039 -0.223 -0.440
O 3.243 2.781 -8.296 0.296 -0.925 0.250
C 3.590 2.432 -6.932 0.220 0.643 -0.554
N 3.035 3.992 -10.760 -1.158 1.603 0.147
H 4.425 3.057 -12.751 0.133 -0.258 -0.123
H 5.508 1.960 -11.811 -0.327 -0.270 -0.180
H 5.616 3.651 -11.629 -0.282 0.372 0.444
H 3.142 1.886 -10.901 -0.414 0.213 -0.470
H 5.076 3.366 -9.143 0.087 0.317 0.245
H 4.801 1.644 -9.179 -0.155 -0.308 0.241
H 2.753 2.216 -6.268 -0.724 -0.033 -0.807
H 4.033 3.305 -6.452 0.606 -0.046 -0.077
H 4.229 1.551 -6.862 0.308 0.119 -0.265
H 2.703 4.073 -9.809 -1.054 0.210 0.080
H 3.744 4.711 -10.736 0.170 0.499 -0.536
C -3.519 -2.303 -5.842 0.329 0.147 -1.603
C -2.661 -3.431 -5.389 1.901 -0.705 0.527
C -1.181 -3.373 -5.965 -1.478 -0.803 0.616
O -0.398 -4.455 -5.513 -0.829 -0.439 0.788
C 0.904 -4.434 -6.009 0.346 -0.040 -0.421
N -2.595 -3.440 -3.932 -0.004 -0.260 0.281
H -3.438 -2.380 -6.926 -0.656 0.304 -0.346
H -3.125 -1.312 -5.615 -0.208 -0.010 0.478
H -4.546 -2.489 -5.526 0.040 0.454 -0.036
H -3.153 -4.348 -5.715 0.283 -0.245 0.045
H -0.749 -2.444 -5.593 0.195 0.411 -0.452
H -1.238 -3.487 -7.048 0.015 0.765 -0.237
H 0.916 -4.414 -7.099 -0.039 0.184 -0.259
H 1.417 -5.356 -5.736 -0.114 0.080 0.312
H 1.444 -3.565 -5.634 0.255 0.094 0.037
H -3.548 -3.449 -3.597 -0.208 -0.315 0.363
H -2.241 -2.546 -3.623 0.355 0.201 0.146
C -3.407 10.096 -1.729 1.012 0.116 -0.429
C -1.845 10.106 -1.582 -0.947 0.040 -1.092
C -1.162 8.791 -1.274 -1.164 -0.423 0.580
O 0.241 8.920 -1.160 -0.308 -0.388 -0.471
C 0.854 7.638 -0.985 -0.162 1.219 0.578
N -1.223 10.637 -2.820 0.965 0.417 0.812
H -3.656 9.587 -2.661 -0.205 -0.204 0.073
H -3.715 11.134 -1.854 0.091 0.052 -0.092
H -4.016 9.717 -0.908 0.435 -0.322 0.121
H -1.646 10.776 -0.746 0.393 0.291 -0.163
H -1.431 8.053 -2.030 0.101 -0.139 -0.416
H -1.607 8.423 -0.350 0.201 -0.270 0.510
H 1.895 7.876 -0.767 -0.016 -0.374 -0.014
H 0.771 6.975 -1.847 -0.104 0.123 -0.221
H 0.364 7.189 -0.121 0.245 -0.429 0.124
H -1.473 10.311 -3.743 -1.271 -0.348 0.235
H -0.303 10.228 -2.742 0.732 0.645 -0.135
C 9.096 -4.169 -3.110 0.886 -0.173 0.255
C 8.379 -3.302 -2.064 2.707 0.587 -0.784
C 8.946 -1.820 -2.106 0.154 -2.011 -0.109
O 10.401 -1.851 -1.984 -2.123 0.439 -0.579
C 10.848 -2.251 -0.723 0.449 -0.199 0.195
N 7.039 -3.505 -2.385 -2.856 0.312 -0.437
H 10.173 -4.241 -2.958 -0.045 -0.179 0.341
H 9.011 -3.805 -4.134 -0.465 0.338 0.131
H 8.641 -5.159 -3.083 0.249 -0.177 -0.056
H 8.527 -3.713 -1.066 0.752 0.092 0.328
H 8.400 -1.294 -1.323 0.543 0.545 0.367
H 8.701 -1.368 -3.067 0.210 -0.031 0.000
H 10.696 -3.310 -0.512 -0.400 -0.202 -0.038
H 10.368 -1.650 0.049 0.198 0.039 0.295
H 11.933 -2.147 -0.730 -0.061 0.409 0.166
H 6.334 -2.959 -1.911 0.141 0.311 0.230
H 6.838 -4.475 -2.186 -0.349 -0.101 -0.293
C 4.037 -7.656 4.857 -0.109 0.330 0.879
C 3.956 -6.206 4.322 1.189 -1.923 -0.029
C 5.289 -5.829 3.592 -0.087 -0.512 0.517
O 6.488 -5.996 4.369 -1.192 -0.073 -1.191
C 6.651 -5.016 5.352 0.602 -0.163 0.516
N 2.825 -6.261 3.382 0.687 1.212 0.419
H 4.742 -7.771 5.680 0.296 0.048 -0.236
H 4.238 -8.413 4.099 0.260 0.230 -0.238
H 3.073 -7.928 5.289 -0.163 0.150 -0.077
H 3.852 -5.543 5.181 -0.699 0.199 -0.226
H 5.234 -4.820 3.185 -0.017 0.444 0.149
H 5.355 -6.481 2.721 0.319 -0.259 0.060
H 7.654 -5.180 5.746 -0.065 0.078 0.173
H 5.935 -5.137 6.165 -0.118 0.123 0.122
H 6.621 -3.995 4.972 -0.216 0.134 -0.242
H 3.124 -6.922 2.680 -0.224 -0.349 -0.266
H 2.830 -5.370 2.906 -0.466 0.340 -0.342
C -3.782 5.024 5.066 0.668 -0.140 1.612
C -3.360 5.664 6.437 -2.039 -3.276 -0.233
C -2.768 4.583 7.402 0.584 -0.538 -1.289
O -3.701 3.533 7.672 -0.635 1.651 -0.865
C -3.295 2.559 8.567 -0.042 -0.349 0.312
N -2.469 6.729 6.193 0.761 0.635 0.685
H -4.414 5.703 4.492 0.228 -0.070 -0.150
H -4.286 4.073 5.236 -0.264 0.165 0.016
H -2.826 4.781 4.604 -0.128 0.228 -0.579
H -4.256 5.933 6.996 -0.478 0.446 -0.141
H -2.357 5.084 8.278 -0.368 -0.040 0.586
H -1.914 4.091 6.937 0.436 0.133 -0.305
H -2.604 1.828 8.148 0.663 0.245 -0.184
H -4.161 1.937 8.795 -0.200 0.353 0.332
H -2.891 3.050 9.452 0.116 -0.415 0.330
H -2.989 7.460 5.730 0.097 0.240 -0.198
H -2.290 7.072 7.126 0.602 0.723 0.064
```
Positions in Å, forces in eV/Å.

As for the multiplicity: 1. The HOMO-LUMO gap is 1.1 eV. The net charge is +1. As for the largest force on an atom: 4.07 eV/Å. Its HOMO energy is -0.3750 Ha. For the energy above the lowest of the compared OMol25 structures with the same formula, charge and spin, the calculation gives 290.9 kcal/mol.

# C28H41NSi2W

C28H41NSi2W as an isolated structure (ωB97M-V/def2-TZVPD, the OMol25 dataset).

Structure (XYZ):
```
73
Properties=species:S:1:pos:R:3:forces:R:3
W -0.316 0.455 0.327 0.092 0.062 -0.034
C -3.514 1.143 -1.145 -0.006 0.000 0.009
C -2.530 1.374 -0.036 0.003 0.001 -0.016
C -2.443 0.464 1.083 -0.009 -0.012 0.025
C -1.756 0.848 2.266 -0.015 -0.007 0.010
C -1.992 0.129 3.554 -0.003 0.000 -0.006
C -0.827 1.882 2.153 -0.009 -0.025 -0.014
C -0.730 2.687 0.975 -0.001 0.015 -0.005
C 0.135 3.916 0.930 -0.001 0.003 0.002
C -1.702 2.485 -0.034 0.012 -0.019 0.011
H -3.127 1.504 -2.099 -0.001 0.000 0.000
H -4.428 1.694 -0.916 0.001 0.001 0.001
H -3.780 0.091 -1.238 0.000 0.000 -0.001
H -3.098 -0.397 1.112 0.001 -0.001 -0.001
H -2.067 -0.947 3.417 0.001 0.001 0.000
H -2.955 0.475 3.940 0.000 0.002 -0.001
H -1.233 0.353 4.298 -0.001 0.000 0.002
H -0.171 2.091 2.989 0.002 0.004 -0.002
H 0.879 3.868 0.134 0.001 -0.001 0.001
H 0.638 4.087 1.879 0.002 -0.002 -0.001
H -0.491 4.787 0.735 -0.002 -0.001 0.003
H -1.736 3.161 -0.877 0.002 0.004 -0.001
C -1.325 -1.398 -1.271 -0.026 0.014 -0.003
Si 0.349 -2.272 -0.992 0.018 -0.030 0.003
C 1.585 -2.086 -2.372 0.008 0.027 -0.010
C -0.067 -4.073 -0.836 0.008 -0.005 0.006
C 0.821 -1.302 0.561 -0.004 -0.016 0.031
C 2.060 -0.494 0.699 -0.035 -0.004 -0.003
C 3.395 -0.796 0.465 0.010 0.011 -0.007
C 4.339 0.176 0.744 -0.001 -0.008 0.001
C 3.939 1.429 1.209 -0.005 0.002 -0.002
C 2.596 1.693 1.340 0.007 0.000 -0.003
N 1.683 0.741 1.091 -0.025 -0.001 0.000
Si 0.718 -2.346 2.200 0.007 -0.010 0.005
C 1.992 -3.698 2.098 0.000 0.002 -0.002
C -0.994 -3.078 2.415 -0.008 0.000 -0.006
C 1.220 -1.207 3.597 -0.005 0.011 -0.013
H -1.654 -1.519 -2.307 0.012 0.002 -0.006
H -1.428 -0.274 -1.255 -0.004 -0.001 -0.003
H -2.079 -1.846 -0.625 0.006 0.000 0.005
H 1.998 -1.091 -2.536 0.000 -0.003 -0.004
H 1.143 -2.419 -3.315 -0.008 -0.003 0.004
H 2.423 -2.758 -2.171 -0.006 -0.005 0.004
H -0.528 -4.380 -1.780 -0.003 0.008 -0.002
H -0.772 -4.305 -0.041 -0.002 0.000 0.001
H 0.823 -4.690 -0.707 0.000 0.001 0.002
H 3.676 -1.775 0.104 -0.001 0.000 -0.001
H 5.392 -0.038 0.612 0.000 -0.001 0.000
H 4.663 2.192 1.452 -0.002 0.002 0.001
H 2.236 2.658 1.664 0.001 0.001 0.001
H 1.798 -4.419 1.305 -0.001 -0.002 -0.002
H 1.982 -4.249 3.044 -0.001 0.002 0.002
H 3.002 -3.304 1.974 0.000 -0.001 0.002
H -0.995 -4.128 2.121 0.004 -0.001 0.000
H -1.774 -2.578 1.835 -0.003 0.003 0.003
H -1.286 -3.053 3.467 0.002 0.001 0.000
H 2.300 -1.037 3.575 0.001 -0.004 -0.001
H 0.991 -1.678 4.555 0.000 -0.003 0.000
H 0.736 -0.232 3.576 0.003 -0.003 0.005
C 0.554 1.372 -1.438 -0.029 -0.020 0.014
C -0.180 1.718 -2.695 0.008 0.007 -0.006
C -0.489 3.050 -2.978 -0.002 0.000 0.004
C -1.197 3.395 -4.119 -0.002 0.000 -0.004
C -1.596 2.411 -5.014 0.007 0.006 0.001
C -1.248 1.090 -4.776 -0.001 -0.001 0.000
C -0.541 0.750 -3.631 0.003 -0.007 0.000
H 1.211 2.190 -1.139 0.000 0.004 0.000
H 1.222 0.513 -1.627 0.000 -0.002 -0.002
H -0.146 3.835 -2.310 -0.001 0.002 0.000
H -1.420 4.434 -4.321 0.000 0.001 0.002
H -2.142 2.678 -5.908 -0.001 0.000 0.000
H -1.510 0.324 -5.494 0.000 0.000 0.001
H -0.231 -0.278 -3.488 0.000 0.000 0.001
```
Positions in Å, forces in eV/Å.

As for the multiplicity: 1. The HOMO-LUMO gap (spin up / spin down) is 6.8 / 6.8 eV. The net charge is +2. As for the largest force on an atom: 0.12 eV/Å. Its HOMO energy (spin up / spin down) is -0.5161 / -0.5161 Ha. For the energy above the lowest of the compared OMol25 structures with the same formula, charge and spin, the calculation gives 0.0 kcal/mol.